{
  "formula": "C11H16N2O4",
  "method": "ωB97M-V/def2-TZVPD",
  "symbols": ["N", "C", "C", "C", "C", "C", "C", "C", "C", "C", "O", "O", "H", "H", "H", "H", "H", "H", "H", "H", "H", "H", "H", "N", "C", "C", "O", "O", "H", "H", "H", "H", "H"],
  "xyz": [[0.774, 1.333, -0.799], [-0.637, 0.956, -0.646], [-1.070, -0.503, -0.141], [-2.468, -0.697, 0.124], [-3.307, -0.698, 1.305], [-4.740, -0.748, 1.225], [-5.408, -0.803, -0.014], [-4.639, -1.124, -1.178], [-3.179, -1.076, -1.095], [-0.988, 1.948, 0.495], [-1.565, 3.003, 0.375], [-0.327, 1.546, 1.636], [1.308, 0.890, -0.186], [1.118, 1.195, -1.636], [-1.167, 1.322, -1.547], [-0.740, -1.232, -0.819], [-0.498, -0.625, 0.794], [-2.892, -0.745, 2.227], [-5.297, -1.124, 1.896], [-6.374, -1.068, 0.055], [-5.111, -1.416, -2.084], [-2.562, -1.035, -2.034], [-0.588, 2.145, 2.321], [4.367, 1.032, -0.847], [5.470, 0.267, -0.288], [4.915, -0.922, 0.444], [3.740, -1.106, 0.556], [5.845, -1.817, 0.715], [3.643, 1.211, -0.156], [4.675, 1.862, -1.230], [6.028, -0.143, -1.067], [6.138, 0.757, 0.398], [5.536, -2.585, 1.201]],
  "homo_lumo_gap_ha": 0.341,
  "smiles": "N[C@@H](Cc1ccccc1)C(=O)O.NCC(=O)O",
  "homo_energy_ha": -0.3204,
  "molar_mass_g_mol": 240.3,
  "energy_ha": -839.15270,
  "lumo_energy_ha": 0.0203
}


{
  "formula": "C11H16N2O5",
  "method": "ωB97M-V/def2-TZVPD",
  "symbols": ["C", "C", "C", "C", "N", "C", "C", "C", "O", "C", "C", "O", "O", "C", "O", "N", "C", "O", "H", "H", "H", "H", "H", "H", "H", "H", "H", "H", "H", "H", "H", "H", "H", "H"],
  "xyz": [[-4.778, 1.157, 0.344], [-3.839, 0.815, -0.813], [-2.580, 0.173, -0.312], [-1.399, 0.815, -0.248], [-0.235, 0.262, 0.229], [1.008, 1.040, 0.070], [2.015, 0.906, 1.217], [3.259, 0.251, 0.600], [4.340, 1.139, 0.772], [2.899, 0.042, -0.888], [2.845, -1.445, -1.349], [3.030, -2.392, -0.341], [1.647, 0.684, -1.116], [-0.218, -1.053, 0.638], [0.776, -1.629, 1.033], [-1.430, -1.691, 0.597], [-2.653, -1.210, 0.137], [-3.629, -1.923, 0.135], [-5.050, 0.251, 0.879], [-5.688, 1.617, -0.033], [-4.300, 1.847, 1.036], [-3.595, 1.719, -1.374], [-4.343, 0.110, -1.476], [-1.309, 1.837, -0.586], [0.668, 2.079, -0.032], [2.308, 1.894, 1.571], [1.619, 0.328, 2.045], [3.485, -0.712, 1.072], [5.150, 0.719, 0.464], [3.621, 0.581, -1.515], [1.882, -1.586, -1.861], [3.644, -1.623, -2.072], [2.271, -2.349, 0.266], [-1.419, -2.656, 0.911]],
  "homo_lumo_gap_ha": 0.361,
  "smiles": "CCc1cn([C@H]2C[C@H](O)[C@@H](CO)O2)c(=O)[nH]c1=O",
  "homo_energy_ha": -0.3411,
  "molar_mass_g_mol": 256.3,
  "energy_ha": -914.51388,
  "lumo_energy_ha": 0.0204
}


{
  "formula": "C11H16N2S",
  "method": "ωB97M-V/def2-TZVPD",
  "symbols": ["C", "N", "C", "S", "N", "C", "C", "C", "C", "C", "C", "C", "C", "C", "H", "H", "H", "H", "H", "H", "H", "H", "H", "H", "H", "H", "H", "H", "H", "H"],
  "xyz": [[-4.380, -0.324, -0.869], [-3.569, 0.816, -0.520], [-2.430, 0.800, 0.210], [-1.689, 2.243, 0.548], [-1.958, -0.391, 0.617], [-0.736, -0.589, 1.358], [0.140, -1.648, 0.693], [0.728, -1.163, -0.640], [1.851, -0.189, -0.413], [3.114, -0.658, -0.071], [4.152, 0.223, 0.174], [3.939, 1.588, 0.083], [2.685, 2.064, -0.259], [1.649, 1.181, -0.507], [-5.223, 0.017, -1.463], [-4.769, -0.830, 0.021], [-3.811, -1.044, -1.466], [-3.898, 1.737, -0.759], [-2.485, -1.222, 0.397], [-0.216, 0.371, 1.398], [-0.977, -0.898, 2.383], [-0.457, -2.549, 0.525], [0.953, -1.907, 1.372], [1.103, -2.025, -1.195], [-0.060, -0.692, -1.231], [3.286, -1.723, 0.000], [5.129, -0.157, 0.437], [4.748, 2.277, 0.276], [2.508, 3.127, -0.329], [0.674, 1.566, -0.768]],
  "homo_lumo_gap_ha": 0.316,
  "smiles": "CNC(=S)NCCCc1ccccc1",
  "homo_energy_ha": -0.2952,
  "molar_mass_g_mol": 208.3,
  "energy_ha": -936.47192,
  "lumo_energy_ha": 0.0206
}


{
  "formula": "C11H16N3",
  "method": "ωB97M-V/def2-TZVPD",
  "symbols": ["C", "C", "C", "C", "C", "C", "C", "C", "C", "C", "C", "N", "N", "N", "H", "H", "H", "H", "H", "H", "H", "H", "H", "H", "H", "H", "H", "H", "H", "H"],
  "xyz": [[-3.816, -0.805, -0.514], [-3.150, -0.672, 0.716], [-3.102, -0.739, -1.711], [-1.900, -0.131, 0.817], [-1.841, -0.214, -1.682], [-1.160, 0.055, -0.382], [1.719, -1.406, -0.696], [2.300, 0.834, -0.270], [0.993, 0.916, 0.638], [1.025, 0.157, 1.965], [0.866, 2.500, 0.800], [2.637, -0.516, -0.509], [0.078, 0.581, -0.390], [1.932, -2.635, -1.095], [-4.843, -0.955, -0.499], [-3.605, -0.672, 1.637], [-3.561, -0.826, -2.600], [-1.630, 0.122, 1.796], [-1.223, 0.023, -2.529], [2.024, 1.469, -1.171], [3.016, 1.396, 0.305], [2.054, 0.290, 2.331], [0.977, -0.808, 1.711], [0.152, 0.537, 2.580], [0.488, 2.781, -0.227], [1.774, 2.936, 1.214], [0.070, 2.891, 1.512], [3.654, -0.853, -0.717], [2.785, -2.984, -1.510], [1.286, -3.274, -1.521]],
  "homo_lumo_gap_ha": [0.266, 0.214],
  "homo_energy_ha": [-0.4603, -0.4218],
  "molar_mass_g_mol": 190.3,
  "energy_ha": -592.60316,
  "charge": 1,
  "lumo_energy_ha": [-0.1941, -0.2079]
}


{
  "formula": "C11H16N3O",
  "method": "ωB97M-V/def2-TZVPD",
  "symbols": ["C", "C", "C", "C", "C", "C", "C", "C", "C", "C", "C", "N", "N", "N", "O", "H", "H", "H", "H", "H", "H", "H", "H", "H", "H", "H", "H", "H", "H", "H", "H"],
  "xyz": [[-3.235, 1.011, -0.811], [-2.802, -0.287, -0.799], [-2.323, 1.670, -0.021], [-1.564, -0.419, -0.168], [-0.713, -1.564, 0.158], [0.803, 2.164, 0.487], [1.045, -0.395, 1.365], [-0.323, 1.422, 1.241], [2.139, 0.056, 0.412], [1.541, 1.203, -0.521], [-1.192, -2.903, -0.339], [0.362, -1.542, 0.922], [-1.357, 0.897, 0.418], [2.583, -1.059, -0.426], [2.506, 1.918, -1.277], [-4.136, 1.204, -1.378], [-3.287, -1.147, -1.323], [-2.467, 2.728, 0.237], [0.298, 2.757, -0.342], [1.511, 2.469, 1.222], [1.256, -0.397, 2.407], [-0.605, 1.947, 2.104], [2.997, 0.628, 0.983], [0.802, 0.731, -1.124], [-1.286, -3.625, 0.371], [-0.461, -3.273, -1.047], [-2.292, -2.767, -0.650], [2.943, -0.738, -1.322], [0.848, -2.456, 0.917], [3.355, -1.549, 0.046], [3.054, 1.318, -1.745]],
  "homo_lumo_gap_ha": [0.237, 0.222],
  "homo_energy_ha": [-0.3577, -0.4746],
  "spin_multiplicity": 3,
  "molar_mass_g_mol": 206.3,
  "energy_ha": -667.79313,
  "charge": 1,
  "lumo_energy_ha": [-0.1206, -0.2528],
  "s2": 2.01
}


{
  "formula": "C11H16N3S",
  "method": "ωB97M-V/def2-TZVPD",
  "symbols": ["C", "C", "C", "C", "C", "C", "C", "C", "C", "C", "C", "N", "N", "N", "S", "H", "H", "H", "H", "H", "H", "H", "H", "H", "H", "H", "H", "H", "H", "H", "H"],
  "xyz": [[-4.640, -1.199, -0.541], [-4.263, -1.118, 0.788], [-3.684, -0.727, -1.485], [-2.931, -0.915, 1.233], [-2.380, -0.277, -1.015], [-2.022, -0.306, 0.364], [0.150, 1.122, 0.287], [-0.662, 0.144, 0.770], [3.197, -0.590, -1.501], [4.639, 0.230, 0.384], [2.157, -0.127, 0.644], [-1.747, 2.424, 0.694], [1.447, 1.130, 0.452], [3.276, -0.120, -0.115], [-0.735, 2.468, -0.471], [-5.677, -1.380, -0.721], [-4.956, -1.524, 1.471], [-3.999, -0.906, -2.510], [-2.622, -1.016, 2.253], [-1.663, 0.183, -1.674], [-0.191, -0.240, 1.708], [2.103, -0.503, -1.871], [3.885, -0.061, -2.109], [3.387, -1.770, -1.633], [4.847, -0.429, 1.149], [5.376, 0.217, -0.483], [4.519, 1.180, 0.757], [1.464, -0.935, 0.420], [2.321, -0.016, 1.706], [1.974, 2.051, 0.445], [-2.571, 3.009, 0.602]],
  "homo_lumo_gap_ha": [0.206, 0.271],
  "homo_energy_ha": [-0.4301, -0.4353],
  "molar_mass_g_mol": 222.3,
  "energy_ha": -990.77404,
  "charge": 1,
  "lumo_energy_ha": [-0.2246, -0.1641]
}


Relative energy (zero: lowest compared OMol25 entry of this formula, charge and spin), record by record: 19.7; 2.0; 0.0; 114.6; 16.6; 68.6 kcal/mol